Record 1
DFT (ωB97M-V with the def2-TZVPD basis set) results for a molecular structure, C47H64FeN3P2SSi in a non-equilibrium geometry.

Geometry (Å):
Fe -0.18700 -0.28700 0.33490
S -1.89390 -3.19260 -0.57170
P 1.83520 -1.33580 1.45760
P -0.64710 1.65440 1.61900
Si 3.68110 0.61390 -2.83340
N -1.44690 -4.62620 -2.68990
N -3.06190 -2.89110 -2.87030
N -0.90320 1.30770 -1.18950
C -0.10100 0.84960 4.22710
C -3.32360 1.55310 -3.96710
C 3.91850 -4.42540 -1.26060
C 2.53720 -4.29750 -1.25380
C -3.21690 1.19360 2.65640
C 3.37130 2.03510 -4.06710
C -3.25860 2.89820 -1.87700
C -2.70240 1.82440 -2.76210
C 0.21500 4.26200 0.68460
C 3.64800 -2.03420 3.55640
C -0.21310 2.96780 0.42160
C 1.14670 2.96170 3.59130
C -0.78680 -1.72340 1.87150
C -1.84560 -0.25960 -4.37970
C -1.21150 -0.03890 -3.16790
C 4.57990 -1.74380 4.53640
C -3.57200 0.31190 -6.13390
C 4.68380 -3.65810 -0.39770
C -2.16090 -3.60370 -2.17130
C 0.45670 -2.22820 2.30110
C -0.46570 2.56170 -0.92070
C -1.13770 -4.89700 -4.07440
C 4.07660 -2.75200 0.45420
C 2.68910 -2.63230 0.48060
C -1.58720 1.05460 -2.35790
C 3.65340 -1.06750 -3.73910
C -2.31230 2.32920 2.18920
C 5.02930 -0.44350 4.70930
C -0.16740 3.48980 -1.94200
C 2.38700 0.58770 -1.51960
C -1.92730 -2.25520 2.47270
C 0.54830 -3.23770 3.25190
C -3.83720 -3.23990 -4.03760
C 1.92450 -3.41090 -0.38720
C 0.93750 6.56940 -0.05280
C -1.83790 -3.21720 3.46730
C -0.60320 -3.71610 3.84670
C 5.43530 0.83950 -2.08880
C -0.11440 -0.93610 -2.71470
C 0.30160 4.74640 -1.65300
C -2.29290 3.47630 3.19410
C 0.51690 1.66890 3.09730
C -2.89190 0.53870 -4.81400
C 3.66270 0.25050 2.86160
C 0.47430 5.16940 -0.33410
C 4.58000 0.54950 3.85480
C 3.13810 -1.03380 2.73230
H 1.49490 -3.66570 3.53970
H 3.59840 -1.88320 -3.02530
H 0.31680 7.29310 -0.58090
H -2.91090 -1.92040 2.16770
H -3.86670 -2.38430 -4.71390
H -1.18540 -3.98050 -4.66170
H 3.34790 2.99000 -3.55080
H 4.54180 -1.21860 -4.34270
H -1.91700 3.15620 4.16190
H -2.73060 3.84160 -2.02180
H -2.73400 -3.59880 3.93970
H 0.67800 0.54770 4.92800
H 4.96440 -2.53550 5.16600
H -3.52850 1.21390 -6.74520
H -4.62510 0.06620 -5.98610
H -3.45950 -2.14290 -2.31720
H 3.36560 1.02450 2.16750
H -4.31260 3.05960 -2.09410
H -0.29500 3.17820 -2.96950
H 1.96360 6.70740 -0.39510
H 5.52730 1.78740 -1.56910
H -1.49620 -1.06800 -5.00940
H 1.94250 -4.90420 -1.92410
H 2.79130 -1.14690 -4.39300
H -3.20960 0.39380 1.91630
H 0.40980 3.65360 3.98660
H 5.76010 -3.76350 -0.38290
H 0.53110 5.42560 -2.46380
H -4.17050 2.15790 -4.26150
H 4.68270 -2.13180 1.10010
H -3.31130 3.83650 3.33910
H -4.86140 -3.49210 -3.74670
H 0.83920 -0.38620 -2.65180
H 0.33890 4.59310 1.70420
H 4.95040 1.56090 3.95920
H 1.32500 1.04500 2.69530
H -0.54870 -0.05440 3.81570
H -2.88610 0.78990 3.61000
H -2.72800 2.71970 1.25070
H 5.65470 0.05160 -1.37570
H 1.91760 1.48050 -1.13930
H -1.81980 -5.63820 -4.50420
H -0.12590 -5.29360 -4.14250
H -0.85720 1.40840 4.77220
H -1.69420 4.30960 2.83450
H -0.53970 -4.49160 4.59750
H 4.14190 2.09500 -4.83120
H 4.39930 -5.11630 -1.93940
H -3.15270 2.60480 -0.83390
H -3.10000 -0.49880 -6.68640
H 6.19690 0.81070 -2.86140
H -4.23520 1.56400 2.77470
H -0.33540 -1.30740 -1.69770
H -0.83780 -5.04480 -2.00250
H 0.90040 6.79800 1.00940
H -3.41380 -4.09100 -4.55730
H 1.84630 2.72280 4.39070
H 5.73760 -0.20790 5.49210
H 2.33430 -0.27080 -0.86660
H 1.70610 3.44340 2.79420
H 3.33610 -3.05700 3.41710
H 0.00290 -1.78530 -3.38390
H 2.41700 1.91240 -4.57050
H 0.84480 -3.31640 -0.36420

Its total charge is 0. For the maximum force, the calculation gives 0.04007 hartree/bohr. The spin multiplicity is 6. As for the frontier orbital gap (alpha / beta): 6.8 / 6.1 eV.

Mulliken atomic charge list, values in e, 6 entries: atom 1 (Fe): 0.2113, atom 2 (S): -0.4059, atom 3 (P): 2.1954, atom 4 (P): 0.8005, atom 5 (Si): -0.0396, atom 6 (N): -0.2056

---

Record 2
DFT (ωB97M-V with the def2-TZVPD basis set) results for a molecular structure, C47H65BrFeN2O2SSb2.

Geometry (Å):
Sb 1.39955 -2.56074 2.58224
Sb -0.60166 -2.14457 -1.15543
Br 1.17313 3.59800 -0.18966
Fe 0.36110 1.31460 0.52839
S 2.95855 1.24189 2.60703
O -0.43962 1.24291 -1.14348
O 1.76881 0.83025 1.69525
N -1.53627 2.35374 1.51495
N -4.94950 2.83186 1.63661
C -2.65259 -5.87795 -0.51765
C 0.10213 -7.18497 3.56947
C -0.30484 7.02462 -4.08668
C -0.54821 2.27691 -2.00810
C 3.02529 -2.43645 -3.37525
C -0.60149 -1.83011 2.97857
C 0.07677 3.49503 -1.77075
C -1.73388 -6.85067 -0.89302
C 0.52360 -6.83441 2.29669
C 1.37554 3.12179 3.81538
C -2.49672 6.06869 -4.77972
C -1.96144 0.89509 -3.66479
C 1.74527 -2.57490 -2.85901
C 2.70140 2.94940 3.09446
C 2.15426 -2.05924 4.50289
C -0.81881 4.58474 -3.67489
C 3.88108 -2.35967 6.16445
C 4.33630 1.43640 1.47541
C 3.22536 -1.47967 7.01445
C 3.58666 -0.94282 -1.57273
C 2.31398 -1.07858 -1.04190
C -1.02462 -4.17842 -1.02064
C 0.86564 -4.55898 3.03232
C 0.06617 -6.22960 4.57839
C -0.46743 -6.49151 -1.33484
C 1.40481 -1.92383 -1.67038
C -3.74355 3.55391 1.06618
C 2.03526 -0.89044 6.61501
C -0.99923 5.77153 -4.61747
C -2.89535 0.30979 -2.59562
C -0.01404 4.63465 -2.54993
C 0.90847 -5.52620 2.02986
C -0.82067 -0.08173 -3.99850
C -2.63488 2.61870 0.57444
C 0.44581 -4.92308 4.31234
C -0.10635 -5.15573 -1.41087
C -2.30799 -4.54015 -0.59626
C -1.33012 2.21151 -3.18631
C -1.57995 -2.22750 1.88355
C 3.94471 -1.62450 -2.73038
C 1.50312 -1.17802 5.36338
C 3.34989 -2.64604 4.91470
C -2.79758 1.06710 -4.93598
C -1.50960 -1.34380 0.63612
C -1.44952 3.36589 -3.95037
C 5.06322 0.11009 1.29958
C -0.39859 5.41096 -5.98383
H 3.29606 -2.95364 -4.28525
H -3.63675 -6.16395 -0.17325
H 0.54594 2.78302 3.19423
H 1.35026 2.55541 4.74555
H 4.37995 -0.68024 0.98814
H -2.96377 6.27393 -3.81385
H -3.39255 4.22765 1.84703
H -2.63212 6.94703 -5.41025
H -2.60547 -2.13993 2.25995
H -3.18899 0.09331 -5.23393
H -2.01078 -7.89514 -0.84761
H 4.30887 -0.30672 -1.08210
H -2.20391 1.44235 -5.76844
H -1.84468 1.92061 2.38080
H 1.26536 -5.26720 1.03831
H -2.20205 3.08573 -0.30862
H 0.24416 -7.25429 -1.62088
H 0.56268 -0.72160 5.07661
H 5.83729 0.21600 0.54141
H -3.78402 0.94047 -2.49017
H -4.72944 2.29747 2.48139
H 4.98459 2.20218 1.90509
H -1.10438 -0.35080 0.86662
H -2.51169 -1.14618 0.24395
H 5.53956 -0.20115 2.22766
H -0.90631 4.55674 -6.43387
H -2.39639 0.23561 -1.63028
H -0.50657 7.85974 -4.75594
H -5.35269 2.18524 0.95146
H -2.05225 3.31414 -4.84326
H 0.88955 -4.89427 -1.73860
H -3.04037 1.66513 0.23605
H 0.66147 5.16917 -5.89438
H 0.77877 6.90247 -4.04110
H -3.03794 -3.78827 -0.31841
H 0.53724 5.52323 -2.28214
H 2.79774 3.58122 2.21035
H -0.05674 -0.10128 -3.21798
H 4.80326 -2.82933 6.47842
H 3.90567 1.81542 0.54611
H -0.59744 -0.74563 3.12975
H -0.66978 7.30516 -3.09617
H 3.86848 -3.34701 4.26988
H 0.42828 -4.19209 5.11308
H -0.24892 -6.50792 5.57491
H 3.63507 -1.26487 7.99188
H -0.18400 -8.20582 3.78302
H 1.02366 -3.17701 -3.39904
H -3.23464 -0.68465 -2.89506
H -0.49703 6.25387 -6.66788
H -3.03014 5.24325 -5.25200
H 0.56644 -7.58226 1.51579
H -5.68593 3.49991 1.89001
H -1.46134 -3.28505 1.63339
H -3.64984 1.73147 -4.78450
H 4.94002 -1.51071 -3.13721
H -0.89545 -2.29692 3.91919
H 3.53635 3.15884 3.76658
H 1.22557 4.17328 4.05431
H -1.21089 -1.09084 -4.15804
H -4.12674 4.15629 0.24475
H -0.32270 0.22535 -4.91910
H 2.06555 -0.55626 -0.12551
H -1.08996 3.23247 1.76616
H 1.51540 -0.21787 7.28525

Its total charge is +3. For the maximum force, the calculation gives 0.01438 hartree/bohr. The spin multiplicity is 6. As for the frontier orbital gap (alpha / beta): 6.6 / 5.1 eV.

Mulliken atomic charge list, values in e, 6 entries: atom 1 (Sb): 0.8894, atom 2 (Sb): 1.6748, atom 3 (Br): -0.3101, atom 4 (Fe): 0.0924, atom 5 (S): 0.6014, atom 6 (O): 1.0844

---

Record 3
DFT (ωB97M-V with the def2-TZVPD basis set) results for a molecular structure, C47H65GeN4O4P3Ta.

Geometry (Å):
Ta 1.14725 0.75233 -0.14950
Ge -1.48026 -0.02292 0.16262
P -0.21349 2.83009 0.90300
P 1.34891 -0.60231 2.20635
P 0.11499 0.95692 -2.58321
O 1.22451 -1.23597 -0.72200
O 5.61768 -5.05576 -3.06216
O 3.46586 -5.66511 -2.54253
O 2.85233 0.14317 -0.89737
N -3.36688 -1.11973 0.46270
N -2.26509 0.15511 -1.53888
N -2.19947 1.08865 1.48886
N -1.04143 -1.64982 1.29897
C 5.50793 -2.72936 -2.42075
C 4.64310 -1.79732 -1.91336
C -1.17348 3.93780 -0.23528
C -3.73085 -0.72396 1.82872
C 2.33467 3.89599 1.14835
C 4.69249 -6.17903 -3.06899
C -2.99863 -2.50293 0.40317
C -0.20559 -0.65994 -4.87808
C -4.46644 0.50737 -2.63430
C -0.31379 5.06152 -0.82354
C -4.95088 -1.02677 3.86706
C -1.69991 0.92719 -2.61362
C -4.60996 -1.46706 2.59622
C 1.61689 0.38036 3.74220
C 0.54008 4.97575 2.61845
C -4.28425 -0.65219 -0.55462
C 2.47683 -1.13529 -1.08999
C 0.59735 2.62410 -3.17865
C -1.39278 -4.08702 1.38358
C 2.78847 -3.45780 -1.75610
C -3.14185 0.44600 2.31402
C 0.72354 -0.40795 -3.68190
C 1.99561 2.97953 -2.67214
C -6.44316 -0.32821 -1.51965
C 0.40509 2.87965 -4.67468
C 2.90698 1.20357 3.69533
C -5.65532 -0.81395 -0.48669
C -1.75466 -2.75475 1.06895
C -2.42836 4.50902 0.43484
C 1.52202 -0.43988 5.03259
C -3.66842 0.01189 -1.60862
C 4.99197 -4.01669 -2.58995
C -5.84381 0.32254 -2.58480
C -3.48330 0.87265 3.59487
C 3.29873 -2.12864 -1.57715
C -3.32910 -4.83748 0.14806
C 2.60350 -1.95121 1.99494
C -4.39278 0.14437 4.35310
C 2.16384 -0.18265 -4.16169
C 1.03521 3.70148 1.93165
C -0.25250 -1.45339 2.48768
C -1.42457 2.13902 2.09625
C 4.03742 -1.42794 1.84474
C 2.56511 -3.03299 3.08236
C -2.17532 -5.10629 0.90978
C -3.75467 -3.53017 -0.09753
C 3.65360 -4.36573 -2.25908
H -4.66070 0.49973 5.33925
H 3.13375 4.20999 1.82099
H -2.18348 5.09842 1.31985
H -2.00103 0.50944 -3.57662
H -0.48108 -4.29324 1.92966
H -1.16246 -1.08554 -4.57958
H 3.78277 0.58951 3.88799
H -5.65093 -1.59088 4.46716
H 3.06420 1.71267 2.73967
H -0.38375 0.23954 -5.46725
H 0.76393 1.06795 3.72202
H 4.13612 -0.57656 1.17278
H -4.68341 -3.34217 -0.61975
H 1.56704 -3.39029 3.33151
H 0.62861 -1.06437 5.07929
H 2.10634 2.80459 -1.58134
H 2.28448 -2.41530 1.05953
H 6.52964 -2.49937 -2.68847
H 2.85146 0.13455 -3.38003
H -2.04511 1.97196 -2.61882
H 4.45054 -1.14839 2.81133
H 4.97837 -0.77862 -1.76699
H 2.68862 2.95962 0.66999
H 2.19641 4.03997 -2.83050
H -3.14635 3.73381 0.70082
H -0.10388 -2.38683 3.02899
H -3.06697 1.78074 4.01006
H -2.91790 5.17996 -0.27211
H 5.09024 -6.95492 -2.42110
H -5.03404 -2.38537 2.20728
H 2.24552 4.64650 0.36332
H 0.58387 3.93638 -4.87863
H 1.48596 0.24372 5.88118
H 4.55883 -6.50763 -4.09563
H -6.45407 0.70802 -3.39074
H 1.76240 -3.70387 -1.51806
H -0.11742 3.25972 -2.65100
H -0.15495 5.85421 -0.09487
H -0.83395 -0.80153 3.15854
H -0.87870 1.81213 2.99197
H -0.36583 4.80139 3.20017
H -0.61129 2.65403 -4.99960
H -6.11222 -1.30018 0.36612
H -7.51650 -0.45194 -1.48884
H 1.10019 2.30849 -5.28580
H 0.66214 4.73413 -1.18159
H 0.68321 -1.29616 -3.04396
H -1.50307 3.26749 -1.03467
H -2.06058 2.96758 2.42034
H -1.90551 -6.13524 1.10701
H 0.34510 5.77498 1.90599
H -3.92288 -5.66478 -0.21878
H 0.27630 -1.38443 -5.53556
H 4.66254 -2.23598 1.46139
H -0.84763 5.50728 -1.66405
H -4.04891 1.04142 -3.47562
H 2.78187 2.41267 -3.16711
H 2.19938 0.55482 -4.96162
H 1.23200 2.95835 2.71331
H 3.13373 -3.89312 2.72660
H 1.30668 5.33343 3.30701
H 2.87618 1.96339 4.47750
H 3.04094 -2.69156 3.99898
H 2.53768 -1.11898 -4.57725
H 2.39660 -1.07321 5.16578

Its total charge is +4. For the maximum force, the calculation gives 0.00924 hartree/bohr. The spin multiplicity is 2. As for the frontier orbital gap (alpha / beta): 4.8 / 4.8 eV.

Mulliken atomic charge list, values in e, 6 entries: atom 1 (Ta): 0.4334, atom 2 (Ge): -0.9361, atom 3 (P): 0.2818, atom 4 (P): 0.6397, atom 5 (P): 0.4059, atom 6 (O): -0.3050

---

Record 4
DFT (ωB97M-V with the def2-TZVPD basis set) results for a molecular structure, C47H67BO2P2PdSi.

Geometry (Å):
Pd 0.08736 0.73664 -0.12409
P -0.72286 -0.81231 1.55329
P -1.79881 1.90236 -1.05233
Si 0.08084 2.44270 1.59162
O 2.59036 -1.11278 -0.46181
O 3.04239 1.05955 -1.06401
C -3.49978 -0.11458 2.04409
C 4.89416 -1.89986 -0.59180
C -1.68758 3.07620 1.47877
C -2.42142 -1.19596 2.17440
C -0.63130 -5.18025 -0.21958
C -0.27281 -3.69176 1.82833
C -3.40813 -1.32525 -3.08259
C -2.51478 2.76373 0.38741
C -1.97528 3.23363 -4.38398
C -4.85053 -0.82438 -3.32242
C 6.20238 -1.46920 -0.89106
C -1.07071 3.31793 -2.00078
C 2.03268 0.83527 4.87544
C 7.45445 -2.86863 0.69909
C -2.40664 -1.80144 3.60262
C -3.06109 0.81383 -1.82173
C -0.15211 -2.44682 0.93298
C -3.65923 0.18071 4.53332
C 7.33894 -2.45642 -0.78543
C -0.56808 2.94249 -4.90226
C -2.43426 -0.17626 -2.81389
C -0.89370 -2.68615 -0.42573
C -2.49016 -0.77461 4.73240
C 0.26668 2.20378 -3.85880
C 4.16273 0.38678 -1.05817
C 0.97616 -1.02818 3.79429
C -3.80966 3.27834 0.31024
C -4.28599 4.12537 1.30113
C 5.45227 0.83997 -1.35855
C -2.18320 3.95645 2.44443
C -1.60152 -4.03495 -0.49398
C 1.80602 -0.53107 4.79013
C -3.46537 4.47853 2.36380
C 1.44237 1.69202 3.95625
C 0.21113 -4.91694 1.05073
C 0.31765 2.98942 -2.55779
C -4.86917 0.66938 -3.62691
C -1.93964 4.00153 -3.06357
C 0.36479 -0.17339 2.88015
C 1.20723 3.93062 1.57955
C 7.00170 -3.69833 -1.63570
C 6.44092 -0.09323 -1.26923
C 3.90873 -0.97314 -0.68080
C -4.34435 1.46131 -2.42686
C 0.59863 1.22328 2.94456
C -3.50414 0.88614 3.19258
C 8.67963 -1.88303 -1.24780
B 1.98483 0.13812 -0.67163
H 1.27915 2.03496 -4.23186
H -1.18490 -6.11371 -0.12287
H -1.61650 -1.88989 -0.61940
H -0.93737 4.01628 -1.17080
H 1.26250 -4.76365 0.78564
H 8.25997 -3.59828 0.79619
H 7.45935 0.19230 -1.49161
H -3.41575 0.39384 1.08287
H -2.68966 -2.00028 1.47853
H -1.30199 -3.84426 2.15267
H 0.83154 3.94228 -2.72479
H 2.25981 3.67183 1.43923
H -4.60596 -0.37015 4.56205
H 4.68188 -2.92066 -0.30495
H 0.90491 -2.29837 0.73447
H -3.39181 -2.01320 -2.23209
H 6.84667 -3.43452 -2.68490
H -4.46462 -0.63604 2.03345
H -2.52020 2.29211 -4.26274
H -5.88025 1.00745 -3.85378
H -5.31407 -1.38481 -4.13229
H 2.67390 1.23585 5.65222
H -3.28570 -2.45300 3.66185
H -0.15907 1.21125 -3.67300
H 8.65683 -1.56148 -2.29222
H 0.19057 -5.78515 1.71026
H -1.56655 -0.19351 4.78953
H -2.94143 4.20892 -2.68395
H 2.26897 -1.20886 5.49701
H -0.07480 3.88829 -5.15281
H -5.11945 1.45869 -1.65765
H 7.84009 -4.39368 -1.58403
H -4.29709 1.61955 3.03202
H 9.43776 -2.66181 -1.16722
H -1.48372 -0.55563 -2.43755
H -1.48235 4.98080 -3.24423
H 1.11674 4.49673 2.51466
H -3.04987 -1.89272 -3.94294
H 0.90704 4.61000 0.77699
H -3.69574 0.90885 5.34536
H 5.63368 1.86879 -1.64305
H 1.64977 2.75541 4.03818
H -2.53624 3.81154 -5.12199
H 0.02436 -5.30477 -1.08377
H -4.44756 3.04685 -0.53266
H -1.54583 -2.45370 3.74927
H -2.57768 -1.30881 5.68121
H -0.16570 -2.61794 -1.23830
H -2.42621 -4.05791 0.22495
H -3.36835 0.23237 -0.94206
H -2.20539 0.34517 -3.74627
H 6.11736 -4.22588 -1.27328
H -3.82400 5.15565 3.12980
H 9.01060 -1.04913 -0.62342
H -1.56162 4.22770 3.29519
H -4.27560 0.87771 -4.52162
H 7.69667 -2.01218 1.33256
H -0.61822 2.36518 -5.82666
H -5.29041 4.52299 1.22970
H 6.53800 -3.33089 1.07119
H -2.06052 -4.15256 -1.47712
H 0.32638 -3.58983 2.73379
H 0.89240 2.45990 -1.79470
H -5.46572 -1.00811 -2.43674
H -4.18037 2.50024 -2.70285
H -2.56248 1.44323 3.20442
H 0.80112 -2.09450 3.74859

Its total charge is +2. For the maximum force, the calculation gives 0.00880 hartree/bohr. The spin multiplicity is 5. As for the frontier orbital gap (alpha / beta): 6.6 / 5.1 eV.

Mulliken atomic charge list, values in e, 6 entries: atom 1 (Pd): -0.3482, atom 2 (P): 0.9819, atom 3 (P): -0.4118, atom 4 (Si): 0.9401, atom 5 (O): -0.0444, atom 6 (O): -0.2419